w.
The following is a DFT calculation (ωB97M-V with the def2-TZVPD basis set) of one molecule with the formula C4H9NO2S.

Each line ends with the Mulliken charge.
Geometry (Å):
1 C -0.79324 0.20543 1.21667  -1.19
2 C 0.23289 -0.16964 0.39861  1.03
3 C 1.07620 0.77185 -0.41527  -1.42
4 C 0.68444 -1.58513 0.30353  -1.43
5 N -1.87228 1.01248 -1.29731  -0.48
6 O -3.52892 0.44050 0.63901  -0.51
7 O -2.29912 -1.29800 -0.63604  -0.52
8 S -2.45687 0.07401 -0.27187  0.95
9 H -1.12942 -0.70417 1.67981  0.39
10 H -1.17597 1.15300 1.39092  0.62
11 H 0.86650 1.70295 0.04501  0.35
12 H 1.00298 0.88630 -1.56186  0.23
13 H 2.02855 0.39585 -0.17570  0.57
14 H 1.52476 -1.52885 -0.24008  0.56
15 H -0.11950 -2.13637 -0.20196  0.31
16 H 1.09814 -1.93530 1.33766  0.31
17 H -2.19432 1.94498 -1.12289  0.25

Orbital gap ... 9.2200 eV
LUMO ... -0.7 eV



x.
The following is a DFT calculation (ωB97M-V with the def2-TZVPD basis set) of C4H9NO2S as an isolated structure.

Each line ends with the Mulliken charge.
Geometry (Å):
1 C 1.14204 0.64688 0.91215  -1.04
2 C 0.45832 -0.13592 -0.17210  0.84
3 C 1.00285 -1.48611 -0.46545  -1.08
4 C -0.98317 -0.41225 0.40646  0.36
5 H 0.18677 1.37996 0.97771  0.17
6 H 2.14846 0.98824 0.49784  0.31
7 H 1.27350 0.05929 1.82681  0.38
8 H 1.90086 -1.32512 -1.46173  0.27
9 H 1.63748 -1.76542 0.73336  0.21
10 H 0.13585 -2.43761 -0.75192  0.25
11 H 0.15398 0.16733 -1.94078  0.37
12 H -2.93169 0.06331 0.16465  0.33
13 H -1.21721 2.45833 -0.75407  0.21
14 N -2.00632 0.46547 0.06949  -0.24
15 O 0.52285 0.71202 -1.30619  -0.53
16 O -1.30615 -1.54261 0.82160  -0.59
17 S -2.11841 2.16419 0.44216  -0.21

Orbital gap ... 9.6651 eV
LUMO ... 0.4 eV



y.
The following is a DFT calculation (ωB97M-V with the def2-TZVPD basis set) of a 2-piece molecular cluster, C4H9NO2S overall.

Each line ends with the Mulliken charge.
Geometry (Å):
1 C -0.95765 -0.23530 3.57002  -0.60
2 C -1.73983 -0.27021 2.50459  -0.14
3 C 1.23661 1.61347 -2.02452  -0.37
4 C 0.93375 -0.65826 -2.74367  -0.07
5 N 1.12597 0.54860 -2.97610  -0.42
6 O -1.60874 -2.21152 1.18299  -0.48
7 O 0.45157 -0.76753 1.11023  -0.52
8 S -1.02326 -0.62601 0.92413  0.59
9 H -1.15008 -0.40312 4.56988  0.27
10 H 0.11043 -0.04180 3.52245  0.22
11 H -2.70608 -0.57761 2.72715  0.34
12 H 0.71017 2.48220 -2.46479  0.21
13 H 0.72360 1.25374 -1.01417  0.09
14 H 2.34758 1.54666 -1.95844  0.25
15 H 0.68722 -0.96512 -1.58428  0.00
16 H -2.14843 -2.43240 0.42437  0.32
17 H 0.98121 -1.48143 -3.46967  0.30

Orbital gap ... 9.2356 eV
LUMO ... 0.3 eV



z.
The following is a DFT calculation (ωB97M-V with the def2-TZVPD basis set) of one molecule with the formula C4H9NO2S.

Each line ends with the Mulliken charge.
Geometry (Å):
1 O 0.04798 1.55480 -1.65131  -0.62
2 C 0.22977 0.89474 -0.64784  0.36
3 C 0.09008 -0.59032 -0.64847  -0.15
4 C -1.11350 -0.92970 -1.54595  -0.67
5 S -2.05693 -2.42615 -0.98480  -0.24
6 N 0.28252 1.50800 0.59784  -0.18
7 C 0.57388 1.01883 1.98284  -0.43
8 O 1.76530 0.29973 2.07158  -0.50
9 H -0.07389 -0.84243 0.39859  0.23
10 H 0.97194 -1.07376 -1.10325  0.27
11 H -1.78293 -0.11019 -1.35146  0.32
12 H -0.77004 -0.89516 -2.65462  0.33
13 H -1.50489 -3.44857 -1.66196  0.12
14 H 0.40746 2.50833 0.54641  0.26
15 H -0.10395 0.13242 2.16495  0.25
16 H 0.50868 1.72893 2.75437  0.36
17 H 2.52852 0.67050 1.73308  0.29

Orbital gap ... 9.7735 eV
LUMO ... 0.6 eV
Structure (SMILES) ... O=C(CCS)NCO



Which structure is most stable? z, by 0.1052 hartree over the runner-up.